Formula: C25H42GeN10O3SSn
Source: the OMol25 dataset
Level of theory: wB97M-V/def2-TZVPD

XYZ file:
```
83
C25H42GeN10O3SSn, DFT wB97M-V/def2-TZVPD
Sn 0.65 0.76 -0.36
N -2.03 0.80 -0.28
N -2.66 -0.37 0.14
C -2.06 -1.62 0.10
O -2.76 -2.62 0.23
O -0.72 -1.63 -0.02
H -2.31 1.54 0.34
H -2.35 1.02 -1.21
H -3.65 -0.40 0.09
N 4.94 2.49 -0.12
C 5.47 1.22 -0.05
C 4.41 0.38 -0.09
N 3.24 1.12 -0.18
C 3.60 2.38 -0.20
C 2.58 3.43 -0.25
N 1.30 3.15 -0.21
C 0.62 4.36 -0.26
C 1.51 5.37 -0.34
N 2.76 4.77 -0.33
H 5.49 3.34 -0.10
H 6.54 1.03 0.03
H 4.40 -0.70 -0.06
H -0.46 4.42 -0.24
H 1.39 6.45 -0.39
H 3.63 5.26 -0.38
C 1.14 2.11 2.87
N 1.18 1.95 4.31
C -0.21 1.97 4.83
N -1.02 0.89 4.23
C -1.03 1.06 2.79
N 0.35 1.03 2.21
C 0.96 -0.28 2.60
N 1.00 -0.47 4.04
C 1.77 0.64 4.64
C -0.39 -0.40 4.55
H 2.16 2.09 2.48
H 0.69 3.08 2.62
H -0.67 2.93 4.61
H -0.18 1.83 5.91
H -1.49 2.02 2.55
H -1.61 0.26 2.33
H 1.98 -0.30 2.21
H 0.38 -1.08 2.14
H 2.80 0.61 4.28
H 1.78 0.52 5.72
H -0.37 -0.52 5.63
H -0.97 -1.21 4.12
C -5.73 -1.47 -2.59
C -4.46 -0.73 -2.96
C -3.23 -1.40 -2.95
C -2.05 -0.74 -3.24
C -2.10 0.61 -3.58
C -3.30 1.29 -3.62
C -4.48 0.62 -3.31
S -0.61 1.52 -3.83
C 0.13 0.58 -5.13
O 0.27 1.24 -2.61
H -5.97 -2.21 -3.35
H -6.58 -0.79 -2.50
H -5.60 -2.00 -1.65
H -3.20 -2.46 -2.69
H -1.10 -1.27 -3.19
H -3.33 2.35 -3.89
H -5.42 1.15 -3.34
H 0.25 -0.46 -4.82
H 1.10 1.03 -5.36
H -0.53 0.66 -6.00
C -1.09 -4.81 -0.63
Ge 0.07 -3.38 -0.14
C 0.88 -3.64 1.59
C 2.48 -3.94 -1.62
C 1.44 -2.83 -1.38
H -0.48 -5.71 -0.66
H -1.55 -4.64 -1.61
H -1.87 -4.90 0.12
H 1.40 -4.61 1.53
H 0.15 -3.70 2.40
H 1.62 -2.87 1.81
H 2.03 -4.84 -2.04
H 2.99 -4.23 -0.70
H 3.25 -3.61 -2.33
H 0.98 -2.52 -2.32
H 1.90 -1.95 -0.94
```

Maximum force in eV/A: 1.42
Energy relative to the best compared isomer or geometry (same formula, charge and spin) in eV: 0.0000
Multiplicity: 1
Net charge: +2
Electronic energy in Eh: -4440.09609

Atomic partial charges in e from the Mulliken method, atoms 1 to 6: 2.2096 -0.2066 -0.0911 0.1091 -0.6429 -0.5846

Formula: C20H28NO2SSn
Source: the OMol25 dataset
Level of theory: wB97M-V/def2-TZVPD

XYZ file:
```
53
C20H28NO2SSn, DFT wB97M-V/def2-TZVPD
O -0.16 -0.03 -2.41
C 0.95 -0.50 -3.31
C 0.45 0.42 -4.40
H 0.73 -1.57 -3.39
H 1.92 -0.26 -2.84
C -0.73 0.83 -3.46
H 0.12 -0.15 -5.28
H 1.15 1.26 -4.56
C -2.08 0.19 -3.74
H -1.98 -0.90 -3.73
H -2.40 0.54 -4.72
H -2.82 0.49 -2.98
C -0.82 2.29 -3.01
H 0.17 2.74 -2.86
H -1.42 2.44 -2.09
H -1.34 2.83 -3.81
Sn 0.07 -0.15 -0.25
C 1.12 1.75 1.59
C 2.12 0.77 1.49
C 2.43 0.57 0.13
H 2.64 0.07 2.20
C 1.68 1.55 -0.63
C 0.78 2.21 0.33
H 0.20 3.08 0.08
H 0.59 2.16 2.47
H 3.14 -0.12 -0.32
H 1.98 1.97 -1.61
C -1.89 -0.55 1.95
C -2.10 0.69 1.23
C -2.31 0.43 -0.16
H -2.09 1.69 1.66
C -2.11 -1.05 -0.35
C -1.78 -1.57 0.93
H -1.43 -2.57 1.13
H -2.21 -0.78 2.98
H -2.81 1.07 -0.89
H -2.39 -1.61 -1.25
O 0.71 -1.65 -7.37
C 0.24 -0.56 -8.20
C 0.42 -0.95 -9.66
H 0.85 0.33 -7.98
H -0.80 -0.32 -7.92
C 1.62 -1.92 -9.59
H 0.57 -0.10 -10.32
H -0.46 -1.51 -10.00
C 1.40 -2.59 -8.23
H 2.53 -1.32 -9.56
H 1.68 -2.61 -10.43
H 2.33 -2.92 -7.75
H 0.78 -3.48 -8.39
S 0.47 -0.81 2.68
C 0.24 0.08 4.16
N 0.06 0.08 5.34
```

Maximum force in eV/A: 3.62
Energy relative to the best compared isomer or geometry (same formula, charge and spin) in eV: 5.1896
Multiplicity: 1
Net charge: -1
Electronic energy in Eh: -1596.36534

Atomic partial charges in e from the Mulliken method, atoms 1 to 6: -0.3415 -0.4326 -0.3889 0.2315 0.1938 1.4956

Formula: C2H8AgClN2O2
Source: the OMol25 dataset
Level of theory: wB97M-V/def2-TZVPD

XYZ file:
```
16
C2H8AgClN2O2, DFT wB97M-V/def2-TZVPD
Ag -0.80 -4.69 -0.43
Cl -0.10 -2.17 -0.21
C -2.72 0.85 0.94
O -2.70 -0.27 0.01
H -2.02 1.52 0.45
H -3.65 1.42 0.99
H -2.41 0.50 1.92
H -1.96 -0.87 0.15
C 2.30 0.87 -0.49
O 2.83 1.97 -0.62
N 2.20 0.16 0.59
N 1.64 0.43 -1.51
H 2.70 0.49 1.40
H 1.64 -0.68 0.62
H 1.71 1.02 -2.33
H 1.37 -0.54 -1.49
```

⟨S²⟩: 0.76
Maximum force in eV/A: 4.72
Energy relative to the best compared isomer or geometry (same formula, charge and spin) in eV: 0.0000
Multiplicity: 2
Net charge: +1
Electronic energy in Eh: -947.81219

Atomic partial charges in e from the Mulliken method, atoms 1 to 6: 0.6424 -0.6543 -0.4715 -0.4386 0.1956 0.2486

Formula: C24H44Br2O8
Source: the OMol25 dataset
Level of theory: wB97M-V/def2-TZVPD

XYZ file:
```
78
C24H44Br2O8, DFT wB97M-V/def2-TZVPD
C 2.06 1.11 5.76
C 1.03 0.83 4.65
Br 0.03 -0.84 4.71
C 0.81 1.71 3.68
Br -0.51 1.40 2.29
O 1.52 2.92 3.64
C 2.76 2.81 3.05
O 3.46 3.75 3.05
O 3.21 1.64 2.51
H 1.81 2.13 6.13
H 1.95 0.39 6.59
H 3.09 1.18 5.37
H 2.68 1.37 1.74
C -3.11 -1.05 -1.65
C -3.10 -1.81 -0.34
C -2.03 -1.07 0.45
O -2.07 0.29 0.00
C -2.87 0.38 -1.18
H -4.04 -1.16 -2.22
H -2.28 -1.38 -2.29
H -4.07 -1.72 0.16
H -2.88 -2.88 -0.46
H -1.03 -1.47 0.24
H -2.20 -1.11 1.52
H -3.81 0.87 -0.92
H -2.36 0.99 -1.93
C -3.83 0.83 -5.93
C -5.24 1.39 -5.89
C -5.53 1.40 -4.40
O -4.28 1.61 -3.73
C -3.21 1.45 -4.68
H -3.28 1.08 -6.83
H -3.86 -0.25 -5.83
H -5.24 2.41 -6.28
H -5.96 0.81 -6.46
H -5.94 0.44 -4.06
H -6.23 2.19 -4.11
H -2.80 2.44 -4.89
H -2.43 0.83 -4.25
C 3.73 5.91 -0.34
C 2.52 5.96 -1.27
C 2.48 4.54 -1.81
O 3.01 3.69 -0.78
C 3.62 4.50 0.23
H 3.72 6.68 0.42
H 4.65 6.01 -0.93
H 1.62 6.16 -0.69
H 2.60 6.71 -2.06
H 3.12 4.43 -2.70
H 1.47 4.21 -2.07
H 2.98 4.49 1.11
H 4.59 4.09 0.50
C -4.74 -6.89 -1.73
C -4.72 -7.65 -0.41
C -3.66 -6.90 0.37
O -3.69 -5.54 -0.08
C -4.50 -5.46 -1.27
H -5.67 -7.00 -2.29
H -3.91 -7.22 -2.36
H -5.69 -7.55 0.08
H -4.50 -8.71 -0.52
H -2.66 -7.30 0.16
H -3.83 -6.93 1.45
H -5.44 -4.97 -1.00
H -3.99 -4.86 -2.02
C 7.31 0.29 2.94
C 7.22 -1.21 2.75
C 6.35 -1.63 3.91
O 5.47 -0.54 4.18
C 5.92 0.62 3.46
H 7.56 0.84 2.04
H 8.06 0.53 3.71
H 6.72 -1.43 1.80
H 8.19 -1.71 2.74
H 6.95 -1.81 4.81
H 5.76 -2.53 3.70
H 5.22 0.79 2.64
H 5.91 1.49 4.12
```

Structure (SMILES): C/C(Br)=C(/Br)OC(=O)O.C1CCOC1.C1CCOC1.C1CCOC1.C1CCOC1.C1CCOC1
Maximum force in eV/A: 1.98
Multiplicity: 1
Net charge: 0
Electronic energy in Eh: -6690.70251

Atomic partial charges in e from the Mulliken method, atoms 1 to 6: -0.9375 0.2942 -0.1714 0.3755 -0.0709 -0.3499

Formula: C5H36NO14
Source: the OMol25 dataset
Level of theory: wB97M-V/def2-TZVPD

XYZ file:
```
56
C5H36NO14, DFT wB97M-V/def2-TZVPD
C -2.76 -2.48 0.04
C -1.78 -1.28 0.22
C -0.19 -1.70 0.50
C 0.04 -2.69 1.62
O 0.38 -2.25 -0.57
N -1.87 -0.35 -0.95
C -2.14 1.05 -0.50
O -1.18 1.43 0.21
H -3.13 -2.77 1.04
H -3.55 -2.22 -0.60
H -2.25 -3.24 -0.48
H -1.97 -0.71 1.17
H 0.27 -0.75 0.71
H 1.15 -2.70 1.97
H -0.55 -2.83 2.60
H -0.08 -3.72 1.21
H -0.96 -0.51 -1.36
H -2.62 -0.62 -1.50
H -3.17 1.09 -0.08
H -2.10 1.76 -1.44
H 3.21 1.59 -0.90
H 2.78 2.69 0.02
O 3.63 2.43 -0.42
H 1.39 -1.55 -1.53
H 1.86 -1.27 -2.99
O 2.12 -1.17 -2.18
H 1.08 2.60 3.64
H -0.05 2.46 2.73
O 0.85 2.69 2.86
H 0.40 2.35 -0.19
H 0.86 3.26 1.17
O 1.00 3.20 0.19
H -1.60 3.49 -0.23
H -0.89 4.69 0.24
O -1.81 4.45 0.09
H 1.23 -4.01 -0.41
H 0.09 -4.41 -1.37
O 0.92 -4.55 -0.96
H -1.93 1.70 1.61
H -3.01 2.59 2.31
O -2.27 2.04 2.51
H 0.54 0.10 -4.02
H -0.74 -0.50 -3.75
O -0.01 -0.33 -4.50
H 1.28 1.72 -1.84
H 2.06 0.31 -2.21
O 2.07 1.35 -2.37
H 2.80 1.78 2.34
H 3.78 1.20 1.43
O 3.44 1.20 2.30
H -0.76 -2.46 -3.31
H -0.38 -2.28 -1.50
O -0.92 -1.91 -2.60
H 2.50 0.05 2.94
H 1.09 0.06 3.39
O 1.85 -0.10 3.68
```

Maximum force in eV/A: 12.57
Energy relative to the best compared isomer or geometry (same formula, charge and spin) in eV: 7.9159
Multiplicity: 1
Net charge: -1
Electronic energy in Eh: -1320.06198

Atomic partial charges in e from the Mulliken method, atoms 1 to 6: -1.5061 0.0986 0.5828 -1.6946 -0.6998 0.4760

Formula: C25H23N3O5
Source: the OMol25 dataset
Level of theory: wB97M-V/def2-TZVPD

XYZ file:
```
56
C25H23N3O5, DFT wB97M-V/def2-TZVPD
C 3.69 3.72 -2.99
O 2.33 3.62 -2.60
C 1.76 2.37 -2.72
C 1.25 1.80 -1.56
C 0.65 0.55 -1.60
C 0.09 -0.08 -0.42
N -0.42 -1.29 -0.38
C -0.84 -1.51 0.89
C -1.48 -2.76 1.26
C -1.17 -3.92 0.56
C -1.76 -5.12 0.90
C -2.68 -5.18 1.93
C -3.02 -4.02 2.62
C -2.43 -2.82 2.29
C -0.57 -0.38 1.66
C -0.74 -0.13 3.08
C -0.35 -1.12 3.98
C -0.49 -0.93 5.34
N -0.09 -1.97 6.25
O -0.27 -1.78 7.44
O 0.42 -2.97 5.78
C -1.02 0.25 5.84
C -1.41 1.23 4.96
C -1.29 1.06 3.58
C -1.77 2.15 2.66
N 0.01 0.51 0.80
C 0.61 -0.13 -2.81
C 1.10 0.42 -3.99
O 0.97 -0.38 -5.07
C 1.49 -0.02 -6.33
C 1.66 1.71 -3.95
O 2.11 2.33 -5.11
C 1.37 3.47 -5.49
H 3.84 3.42 -4.03
H 3.95 4.77 -2.87
H 4.32 3.11 -2.34
H 1.35 2.37 -0.65
H -0.45 -3.85 -0.24
H -1.51 -6.01 0.35
H -3.14 -6.12 2.20
H -3.74 -4.06 3.42
H -2.71 -1.92 2.82
H 0.07 -2.05 3.61
H -1.12 0.38 6.91
H -1.84 2.15 5.33
H -2.11 1.74 1.72
H -0.97 2.86 2.46
H -2.59 2.69 3.13
H 0.36 1.42 1.05
H 0.16 -1.11 -2.85
H 2.55 0.25 -6.27
H 1.37 -0.90 -6.95
H 0.93 0.81 -6.78
H 1.86 3.87 -6.37
H 0.34 3.20 -5.73
H 1.36 4.23 -4.70
```

Structure (SMILES): COc1cc(-c2nc(-c3ccccc3)c(-c3cc([N+](=O)[O-])ccc3C)[nH]2)cc(OC)c1OC
Maximum force in eV/A: 1.38
Energy relative to the best compared isomer or geometry (same formula, charge and spin) in eV: 4.7712
Multiplicity: 1
Net charge: 0
Electronic energy in Eh: -1506.82921

Atomic partial charges in e from the Mulliken method, atoms 1 to 6: -0.7315 -0.5169 0.1572 -0.6929 0.9326 -0.0260

Formula: C7H9NO2
Source: the OMol25 dataset
Level of theory: wB97M-V/def2-TZVPD

XYZ file:
```
19
C7H9NO2, DFT wB97M-V/def2-TZVPD
C -2.42 0.75 -0.30
C 0.29 -1.07 0.80
C -1.21 -1.25 0.50
C -0.30 0.11 -1.18
C 2.17 0.49 -0.32
C 0.73 1.50 0.68
C 0.70 0.18 -0.01
N -1.53 -0.18 -0.47
O -3.44 0.87 0.32
O 2.02 1.80 0.23
H 0.49 -0.93 1.86
H 0.87 -1.93 0.44
H -1.42 -2.21 0.03
H -1.84 -1.14 1.38
H -0.38 1.04 -1.74
H -0.06 -0.72 -1.86
H 2.90 -0.09 0.24
H 2.44 0.52 -1.38
H -0.01 2.27 0.79
```

Maximum force in eV/A: 2.10
Energy relative to the best compared isomer or geometry (same formula, charge and spin) in eV: 4.7599
Multiplicity: 1
Net charge: 0
Electronic energy in Eh: -477.21697

Atomic partial charges in e from the Mulliken method, atoms 1 to 6: 0.2432 -0.8050 -0.6957 -0.9919 -0.5520 -0.7176

Formula: C10H21ClGdNO3P2
Source: the OMol25 dataset
Level of theory: wB97M-V/def2-TZVPD

XYZ file:
```
39
C10H21ClGdNO3P2, DFT wB97M-V/def2-TZVPD
C 0.41 -0.03 -4.35
C 0.78 0.01 -2.96
H 1.20 0.05 -5.13
H -0.27 0.85 -4.44
H -0.16 -0.99 -4.43
O 1.54 0.01 -2.06
Cl -3.23 -0.10 -1.09
Gd -0.80 -0.07 -0.56
P -0.11 2.64 0.17
C 1.18 3.48 1.16
C -0.15 3.72 -1.31
H -0.32 4.76 -1.03
H -1.59 4.40 1.01
H -0.97 3.39 -1.97
H -2.49 2.89 0.58
H 2.16 3.06 0.95
H 0.80 3.67 -1.85
C -1.58 3.30 1.04
H 1.19 4.57 0.97
H -1.55 2.97 2.08
H 0.97 3.31 2.22
P 0.09 -2.67 0.50
C 1.44 -3.13 1.66
C -1.32 -3.34 1.47
H -0.53 -3.88 -1.51
H 0.09 -5.02 -0.26
H 1.21 -4.02 -1.21
C 0.23 -4.03 -0.73
H -2.26 -3.02 1.00
H -1.28 -4.44 1.52
H 1.59 -4.21 1.74
H 1.19 -2.74 2.66
H -1.29 -2.95 2.49
H 2.38 -2.66 1.36
C 1.56 0.07 0.73
O 2.63 0.17 1.15
O -0.62 -0.18 3.94
C -0.92 -0.01 2.81
N -1.21 0.14 1.63
```

⟨S²⟩: 16.02
Maximum force in eV/A: 7.21
Multiplicity: 8
Net charge: +2
Electronic energy in Eh: -2582.03446

Atomic partial charges in e from the Mulliken method, atoms 1 to 6: -0.7484 0.8195 0.3882 0.3516 0.3489 -0.1191